This record from OMol25 describes a structure of composition C36H99IMnN9O9. The level of theory is ωB97M-V/def2-TZVPD.

Structure (XYZ):
```
155
Properties=species:S:1:pos:R:3:forces:R:3:mulliken_spin:R:1
Mn -0.0798 0.5013 -1.1100 0.304 -0.333 -0.295 4.78
I 1.8578 0.8967 0.8755 -0.001 0.001 0.125 0.02
C 1.2312 -2.9346 0.0155 0.347 -0.982 -0.756 0.01
C -0.1822 -2.7136 -0.3940 -0.761 0.479 -0.827 0.01
C -1.0692 -3.7377 0.2926 -0.402 -0.996 -1.114 -0.01
O -2.2956 -3.7388 -0.4310 -0.342 1.220 0.040 0.00
C -3.3642 -4.4841 0.0902 1.071 -0.520 2.059 0.00
N -0.6609 -1.3147 -0.1076 1.063 -1.491 0.640 -0.06
H 1.1749 -3.0266 1.0703 0.683 -0.243 1.258 0.00
H 1.9393 -2.1481 -0.2215 -0.062 0.103 -0.186 -0.01
H 1.5628 -3.9160 -0.4278 -0.086 0.992 0.588 0.00
H -0.2778 -2.8190 -1.4587 -0.222 -0.266 -0.359 -0.01
H -1.1476 -3.4901 1.3501 -0.417 -0.008 0.247 0.00
H -0.6904 -4.7826 0.2086 0.338 0.638 0.194 0.00
H -3.6577 -4.2070 1.1239 0.080 0.597 -0.439 0.00
H -3.0186 -5.5000 0.2697 -0.210 -0.597 -0.538 0.00
H -4.2140 -4.4254 -0.5451 -0.465 -0.022 -0.713 0.00
H -0.3334 -1.1829 0.8478 0.203 0.598 0.134 0.02
H -1.6540 -1.3233 0.0336 -0.878 -0.245 -0.247 0.06
C -1.7042 0.1149 3.3630 0.171 1.406 -0.690 0.00
C -2.3065 -1.1592 2.8697 0.057 -0.415 0.036 0.00
C -3.1326 -1.8240 3.9480 -1.429 0.922 0.238 0.00
O -3.4108 -3.0200 3.3548 -1.177 -3.324 -0.142 0.00
C -4.2730 -3.9010 4.1144 -1.201 2.372 -0.364 0.00
N -3.0749 -0.9011 1.6115 -0.763 -0.221 0.881 0.00
H -1.2633 0.6674 2.5093 0.524 -0.409 0.549 0.00
H -0.9539 -0.0270 4.1812 -0.872 0.305 -0.650 0.00
H -2.5397 0.8221 3.5988 0.607 -0.593 0.638 0.00
H -1.6025 -1.9550 2.6113 0.498 0.465 0.015 0.00
H -4.1136 -1.2549 4.0601 0.968 -0.227 0.316 0.00
H -2.6906 -2.0150 4.9465 0.254 0.725 -0.429 0.00
H -4.8203 -4.5194 3.4267 -0.149 -0.217 -0.489 0.00
H -5.0317 -3.2335 4.6380 0.797 -0.995 -0.319 0.00
H -3.7814 -4.5489 4.8012 0.797 -0.181 0.697 0.00
H -3.7658 -0.1973 1.8583 0.013 0.395 -0.010 0.00
H -3.7007 -1.6869 1.3859 0.729 -0.113 0.206 0.00
C 2.4906 2.1659 -3.4830 0.638 -1.464 1.062 0.02
C 1.9670 2.8732 -2.2501 0.844 1.009 -0.011 -0.01
C 2.2399 4.4105 -2.3191 -1.102 -1.507 -0.372 0.01
O 1.3967 4.8790 -3.3783 0.297 -0.511 0.836 0.00
C 1.9261 5.9127 -4.1345 1.639 1.193 -1.433 0.00
N 0.5805 2.4762 -1.8873 0.123 0.929 0.064 0.03
H 2.0464 1.1617 -3.4524 0.202 0.063 -0.362 0.00
H 3.5963 2.0117 -3.4434 -0.800 0.248 0.195 0.00
H 2.2883 2.6260 -4.4096 -0.585 0.669 -1.037 0.00
H 2.5302 2.5129 -1.4318 0.809 -0.361 0.980 -0.02
H 3.3200 4.6036 -2.4753 -0.552 -0.141 -0.248 0.00
H 1.9688 4.8427 -1.3615 -0.167 0.417 0.215 0.00
H 1.7248 5.7132 -5.2645 0.495 0.344 1.939 0.00
H 3.0745 5.9835 -3.9111 -1.954 0.044 -0.870 0.00
H 1.4813 6.9057 -3.8732 0.261 -0.696 -0.163 0.00
H 0.3222 2.9812 -1.0134 0.248 -0.300 -0.725 -0.01
H -0.0164 2.8311 -2.6168 -0.515 0.237 -0.263 0.02
C -3.4051 4.1857 6.4167 -1.819 0.216 -1.422 0.00
C -2.8549 2.7617 6.3034 0.667 -0.355 0.353 0.00
C -1.3424 2.7062 6.0805 0.521 0.207 0.555 0.00
O -0.9732 3.0060 4.7484 -0.281 0.441 0.237 0.00
C 0.4056 2.8235 4.4669 -0.225 0.695 -1.124 0.00
N -3.1021 1.8869 7.4727 -1.475 0.373 1.482 0.00
H -3.1975 4.6106 7.3803 0.436 0.290 0.451 0.00
H -4.5626 4.1742 6.3495 1.777 -0.058 0.000 0.00
H -3.0465 4.8795 5.5905 -0.279 -0.899 1.017 0.00
H -3.2722 2.2426 5.4427 -0.368 0.076 -0.137 0.00
H -0.9761 1.6888 6.3178 -0.168 0.347 0.129 0.00
H -0.8847 3.4503 6.7761 0.062 -0.501 -0.298 0.00
H 1.1168 3.3433 5.1360 -0.540 -0.344 0.015 0.00
H 0.5207 3.2460 3.4565 0.277 0.017 0.379 0.00
H 0.6189 1.7750 4.3226 0.343 -0.508 0.475 0.00
H -4.0005 2.1079 7.9761 0.835 -0.239 -1.270 0.00
H -2.4665 1.9922 8.2745 0.359 0.237 -0.913 0.00
C 5.2972 -1.2339 -6.5234 0.413 1.237 0.447 0.00
C 6.1644 -1.7502 -5.3453 1.040 -0.047 -0.602 0.00
C 5.5393 -1.4795 -3.9791 0.662 1.399 0.051 0.00
O 4.2874 -2.0840 -3.8467 -0.555 -0.518 -1.188 0.00
C 4.0319 -2.7354 -2.6752 0.727 -1.041 2.881 0.00
N 6.4225 -3.1980 -5.5316 0.122 1.654 2.185 0.00
H 5.7732 -1.3972 -7.4850 0.263 -0.181 -0.044 0.00
H 5.0499 -0.1405 -6.5034 0.225 -0.799 0.291 0.00
H 4.3750 -1.7877 -6.5274 -0.516 -0.219 0.038 0.00
H 7.1870 -1.2559 -5.2706 -1.241 -0.311 -0.424 0.00
H 5.2944 -0.3942 -3.9145 0.784 -0.316 0.038 0.00
H 6.2884 -1.7403 -3.1780 -0.971 -0.036 -0.579 0.00
H 3.6868 -2.0751 -1.8319 -0.011 -0.154 -0.777 0.00
H 4.9901 -3.1773 -2.2383 -1.150 0.093 -0.638 0.00
H 3.2745 -3.5394 -2.8030 0.484 0.470 -0.119 0.00
H 6.8969 -3.3922 -6.3684 0.370 -0.331 -1.224 0.00
H 5.5531 -3.6596 -5.4412 -0.804 -0.860 -0.284 0.00
C -3.6688 4.1446 2.3883 -0.355 -0.368 -0.333 0.00
C -2.5925 4.5345 1.4406 1.181 -0.637 -1.275 0.00
C -2.2909 6.0100 1.6396 0.985 -0.098 0.526 0.00
O -1.0428 6.3454 1.0544 -0.296 0.435 -0.908 0.00
C -0.9374 6.4084 -0.3906 1.434 0.960 0.644 0.00
N -1.4056 3.6123 1.6205 -0.904 1.063 0.002 -0.01
H -3.2650 4.0517 3.3769 0.256 0.122 0.663 0.00
H -4.1635 3.2172 2.1605 -0.107 -0.275 -0.135 0.00
H -4.3962 4.9204 2.3677 -0.924 0.586 0.268 0.00
H -2.8463 4.4266 0.3483 -0.240 0.081 0.987 0.00
H -2.1579 6.2676 2.6956 0.146 -0.370 0.092 0.00
H -3.1490 6.6304 1.3658 0.099 0.046 -0.742 0.00
H -0.4216 5.4787 -0.7661 -0.232 0.989 0.241 0.00
H -0.2982 7.3853 -0.5708 -1.259 -2.180 -0.081 0.00
H -1.8982 6.4670 -0.9074 -0.056 0.241 0.211 0.00
H -0.5732 4.1769 1.5577 0.451 0.280 -0.411 0.00
H -1.4042 3.3493 2.5928 -0.095 -0.413 0.497 0.00
C -4.1988 1.9865 -0.1237 -1.860 -0.488 0.242 0.01
C -3.1420 1.1849 -0.8127 0.109 0.440 0.069 0.03
C -3.0323 1.6113 -2.2649 -1.890 -0.398 0.182 0.03
O -1.9974 0.9144 -2.8711 0.893 0.360 -1.434 0.02
C -1.9903 1.3036 -4.2620 -2.235 -2.314 -0.265 0.01
N -1.8794 1.2620 -0.0826 0.901 1.876 -1.026 0.14
H -4.0852 3.0371 -0.3370 0.424 0.475 0.639 0.00
H -4.2950 1.7132 0.9651 0.241 0.589 -1.222 0.00
H -5.1867 1.8112 -0.5834 0.177 -0.384 0.204 0.00
H -3.4170 0.1373 -0.7533 -0.115 -0.311 -0.401 -0.03
H -2.8927 2.6966 -2.4073 -0.030 -0.085 0.309 -0.01
H -4.0257 1.3307 -2.7735 1.183 0.476 0.583 0.00
H -1.2510 0.7225 -4.8029 0.033 0.008 0.022 0.00
H -1.8541 2.3364 -4.4409 0.383 1.320 0.224 0.00
H -3.0494 1.0432 -4.6808 1.851 0.339 0.457 0.00
H -1.6894 2.1775 0.4195 -0.358 -0.638 -0.509 -0.01
H -2.0144 0.6099 0.6385 0.050 -1.108 1.424 -0.10
C -1.5312 -2.4452 -4.0463 0.930 2.496 0.550 0.00
C -0.0105 -2.3741 -3.8802 -0.668 -0.995 0.675 0.03
C 0.7402 -2.5990 -5.1659 0.497 -0.595 -1.963 0.00
O 0.2257 -3.7295 -5.9007 -0.980 0.327 1.232 0.00
C 1.0906 -4.7877 -6.1883 0.909 -0.494 0.027 0.00
N 0.4740 -1.0901 -3.2492 -0.147 0.424 -1.424 0.03
H -1.8411 -3.1911 -4.7178 -0.186 -0.925 -0.910 0.00
H -1.8627 -1.4469 -4.3785 -0.136 -0.396 -0.300 0.00
H -2.0137 -2.5734 -3.1066 -0.357 -0.327 0.935 0.00
H 0.2682 -3.2663 -3.2395 -0.031 1.111 -0.454 0.00
H 1.7320 -2.8022 -4.7917 0.876 -0.113 -0.486 0.00
H 0.8174 -1.7699 -5.9464 -0.381 -0.453 1.379 0.00
H 1.7364 -5.1241 -5.3804 0.091 0.457 0.763 0.00
H 1.7661 -4.4157 -6.9455 0.284 -0.543 -0.733 0.00
H 0.5935 -5.7487 -6.4377 -0.304 1.090 -0.420 0.00
H 1.5025 -1.0727 -3.4175 -0.743 0.022 0.355 0.02
H 0.1124 -0.3680 -3.9303 0.610 -0.775 1.005 -0.02
C 1.7908 -3.6677 3.9449 -0.435 -0.651 -0.303 0.00
C 3.2594 -3.4334 4.1224 2.781 -0.439 -0.249 0.00
C 4.0017 -2.9353 2.8500 0.942 -0.961 -1.174 0.00
O 3.7373 -3.7388 1.6567 0.410 0.774 0.957 0.00
C 4.2058 -5.0492 1.7285 0.739 -1.551 0.581 0.00
N 3.5196 -2.5077 5.2156 -0.264 0.875 0.298 0.00
H 1.6084 -4.2906 3.0531 0.141 0.040 0.351 0.00
H 1.2663 -2.7258 3.7297 0.024 -0.062 0.420 0.00
H 1.3968 -4.1961 4.8352 -0.034 0.552 -0.494 0.00
H 3.8366 -4.3665 4.3809 -1.034 0.450 -0.148 0.00
H 5.1264 -2.9839 3.0202 -1.204 0.095 0.109 0.00
H 3.7916 -1.9245 2.4893 -0.401 0.059 0.537 0.00
H 4.9292 -5.3256 2.5590 -0.121 1.112 -0.914 0.00
H 4.6536 -5.3593 0.7531 -0.434 0.238 0.743 0.00
H 3.4057 -5.7267 2.0289 -0.470 -0.212 -0.554 0.00
H 3.1031 -1.6293 4.8794 0.705 -0.051 0.805 0.00
H 4.4975 -2.3842 5.5714 -1.359 -0.227 -1.018 0.00
```
Positions in Å, forces in eV/Å.

The value obtained for the calculated total energy is -110188.448 eV. The calculation puts the energy relative to the best compared isomer or geometry (same formula, charge and spin) at 16.89 kJ/mol. The HOMO energy (alpha / beta) is -10.2 / -10.4 eV. As for the spin multiplicity: 6. Its expectation value of S² is 8.754. Its frontier orbital gap (alpha / beta) is 8.6 / 8.9 eV. Its charge is +1.